1.
The following is a quantum chemistry calculation of C3H8N2OS in the gas phase at a distorted geometry, from the Open Molecules 2025 dataset.

Last columns: bonded neighbours and bond lengths (Å).
Element x y z (Å)
1 H 0.6836 0.8769 -2.4534  N2 1.053
2 N 1.0873 1.6413 -1.8525  H1 1.053, C3 1.262
3 C 1.0399 1.1730 -0.6813  N2 1.262, N4 1.396, H9 1.106
4 N 0.6747 -0.0681 -0.1558  C3 1.396, S5 1.723, C6 1.426
5 S -0.2014 -1.1580 -1.1632  N4 1.723, H10 1.350
6 C 0.6146 -0.3368 1.2435  N4 1.426, C7 1.564, H11 1.106, H12 1.109
7 C -0.6149 0.3140 1.9591  C6 1.564, O8 1.428, H13 1.090, H14 1.097
8 O -1.8784 -0.0745 1.4202  C7 1.428, H15 0.965
9 H 1.4369 1.8502 0.0973  C3 1.106
10 H -1.4232 -0.5884 -1.0989  S5 1.350
11 H 1.4801 0.0501 1.8138  C6 1.106
12 H 0.6678 -1.4246 1.4506  C6 1.109
13 H -0.6049 0.0675 3.0207  C7 1.090
14 H -0.5453 1.4080 1.9124  C7 1.097
15 H -2.0165 -1.0290 1.4380  O8 0.965

SMILES: [H]/N=C\N(S)CCO
HOMO-LUMO gap: 9.74 eV
Molecular weight: 120.18 g mol⁻¹
E_HOMO: -9.19 eV
Net charge: 0
Relative energy (zero: lowest compared OMol25 entry of this formula, charge and spin): 2.098 eV

Atomic partial charges in e from the Löwdin method, atoms 1 to 5:
1. H 0.02
2. N 0.07
3. C -0.38
4. N -0.49
5. S 0.82

=====

2.
The following is a quantum chemistry calculation of 2 unconnected molecules or ions with the total composition C3H8N2OS, from the Open Molecules 2025 dataset.

Last columns: bonded neighbours and bond lengths (Å).
Element x y z (Å)
1 C -0.2416 1.7938 -0.9200  S2 1.812, H6 1.084, H7 1.086, H8 1.085
2 S -0.8445 0.1859 -1.4967  C1 1.812, C3 1.736
3 C -1.1998 -0.5689 0.0255  S2 1.736, N4 1.264, H9 1.090
4 N -0.9606 0.0163 1.1198  C3 1.264, N5 1.352
5 N -1.3200 -0.5445 2.2968  N4 1.352, H10 1.022, H11 1.011
6 H -0.9747 2.2043 -0.2346  C1 1.084
7 H -0.1303 2.4256 -1.7965  C1 1.086
8 H 0.7093 1.6556 -0.4157  C1 1.085
9 H -1.6312 -1.5651 -0.0754  C3 1.090
10 H -1.5393 -1.5432 2.2874  N5 1.022
11 H -0.6818 -0.2800 3.0344  N5 1.011
12 C 2.2040 -0.9442 -0.9563  O13 1.194, H14 1.102, H15 1.102
13 O 2.6685 -0.5125 0.0559  C12 1.194
14 H 1.7178 -1.9319 -1.0154  C12 1.102
15 H 2.2242 -0.3911 -1.9090  C12 1.102

SMILES: CS/C=N/N.C=O
HOMO-LUMO gap: 8.88 eV
Molecular weight: 120.18 g mol⁻¹
E_HOMO: -8.08 eV
Net charge: 0
Relative energy (zero: lowest compared OMol25 entry of this formula, charge and spin): 2.938 eV

Atomic partial charges in e from the Löwdin method, atoms 1 to 5:
1. C -0.39
2. S 0.82
3. C -0.56
4. N -0.13
5. N -0.01

=====

3.
The following is a quantum chemistry calculation of C3H8N2OS in the gas phase at a distorted geometry, from the Open Molecules 2025 dataset.

Last columns: bonded neighbours and bond lengths (Å).
Element x y z (Å)
1 C -1.7081 0.9710 0.5694  O6 1.313, H8 1.083, H9 1.078
2 C -1.2866 -0.6251 -1.0737  N5 1.400, O6 1.447, H10 1.093, H11 1.108
3 C 2.2661 0.2804 -0.0256  S7 1.833, H12 1.083, H13 1.083, H14 1.086
4 N -0.0258 0.1453 1.6243  S7 1.506
5 N 0.0412 -0.9906 -0.8215  C2 1.400, S7 1.564
6 O -1.5320 0.7550 -0.7137  C1 1.313, C2 1.447
7 S 0.7217 -0.5460 0.5147  C3 1.833, N4 1.506, N5 1.564, H15 1.417
8 H -2.4082 0.3581 1.1238  C1 1.083
9 H -1.5513 1.9934 0.8747  C1 1.078
10 H -1.4627 -0.6793 -2.1513  C2 1.093
11 H -2.0345 -1.2493 -0.5462  C2 1.108
12 H 3.0119 0.1802 0.7526  C3 1.083
13 H 2.5720 -0.2126 -0.9397  C3 1.083
14 H 2.0389 1.3261 -0.2107  C3 1.086
15 H 1.3573 -1.7066 1.0228  S7 1.417

HOMO-LUMO gap: 9.03 eV
Molecular weight: 120.18 g mol⁻¹
E_HOMO: -8.58 eV
Net charge: 0
Relative energy (zero: lowest compared OMol25 entry of this formula, charge and spin): 6.725 eV

Atomic partial charges in e from the Löwdin method, atoms 1 to 5:
1. C -0.04
2. C -0.32
3. C -0.20
4. N -0.33
5. N -0.28

=====

4.
The following is a quantum chemistry calculation of C3H8N2S in the gas phase at a distorted geometry, from the Open Molecules 2025 dataset.

Last columns: bonded neighbours and bond lengths (Å).
Element x y z (Å)
1 C 0.6518 0.2877 0.4383  C2 1.555, C6 1.486, H7 1.028, H8 1.106
2 C 0.3262 -0.9219 -0.4830  C1 1.555, N3 1.429, H9 1.142, H10 1.073
3 N -0.9426 -1.5244 -0.2222  C2 1.429, N4 1.417, H11 0.999
4 N -1.9986 -0.6629 0.1654  N3 1.417, S5 1.880, H12 1.103
5 S -1.7981 0.8053 1.3228  N4 1.880, C6 1.824
6 C -0.3149 1.4156 0.4543  C1 1.486, S5 1.824, H13 1.058, H14 1.124
7 H 0.9600 -0.0761 1.3494  C1 1.028
8 H 1.5873 0.7309 0.0482  C1 1.106
9 H 0.2078 -0.4506 -1.5166  C2 1.142
10 H 1.1582 -1.5989 -0.4735  C2 1.073
11 H -0.8165 -2.2329 0.4704  N3 0.999
12 H -2.5211 -0.2676 -0.7223  N4 1.103
13 H -0.1052 2.2013 1.1312  C6 1.058
14 H -0.7448 1.8768 -0.4767  C6 1.124

SMILES: C1CNNSC1
HOMO-LUMO gap: 9.62 eV
Molecular weight: 104.18 g mol⁻¹
E_HOMO: -8.74 eV
Net charge: 0
Relative energy (zero: lowest compared OMol25 entry of this formula, charge and spin): 2.893 eV

Atomic partial charges in e from the Löwdin method, atoms 1 to 5:
1. C -0.29
2. C -0.23
3. N -0.15
4. N -0.37
5. S 0.80

=====

5.
The following is a quantum chemistry calculation of C3H8N2S in the gas phase at a distorted geometry, from the Open Molecules 2025 dataset.

Last columns: bonded neighbours and bond lengths (Å).
Element x y z (Å)
1 C 1.0080 1.1252 1.9270  C2 1.544, H7 1.103, H8 1.131, H9 1.087
2 C 0.0446 0.6175 0.8323  C1 1.544, N3 1.492, H10 1.124, H11 1.125
3 N 0.8832 -0.2320 -0.0631  C2 1.492, C4 1.266
4 C 0.3059 -0.5401 -1.1466  N3 1.266, N5 1.380, H12 1.074
5 N -1.0018 -0.5791 -1.5867  C4 1.380, S6 1.680, H13 1.028
6 S -1.4643 -1.6476 -2.7974  N5 1.680, H14 1.311
7 H 1.5342 0.3239 2.4720  C1 1.103
8 H 1.8511 1.7278 1.4729  C1 1.131
9 H 0.5314 1.8284 2.6055  C1 1.087
10 H -0.3954 1.4818 0.2647  C2 1.124
11 H -0.8072 -0.0407 1.1603  C2 1.125
12 H 0.9175 -0.9065 -1.9497  C4 1.074
13 H -1.7882 -0.3425 -0.9689  N5 1.028
14 H -1.6188 -2.8160 -2.2224  S6 1.311

SMILES: CC/N=C\NS
HOMO-LUMO gap: 9.95 eV
Molecular weight: 104.18 g mol⁻¹
E_HOMO: -9.24 eV
Net charge: 0
Relative energy (zero: lowest compared OMol25 entry of this formula, charge and spin): 1.883 eV

Atomic partial charges in e from the Löwdin method, atoms 1 to 5:
1. C -0.12
2. C -0.30
3. N 0.02
4. C -0.36
5. N -0.43

=====

6.
The following is a quantum chemistry calculation of C3H8N2S in the gas phase at a distorted geometry, from the Open Molecules 2025 dataset.

Last columns: bonded neighbours and bond lengths (Å).
Element x y z (Å)
1 H 1.1559 -0.7997 2.9228  N2 1.041
2 N 1.1993 -0.1336 2.1244  H1 1.041, C3 1.277
3 C 0.0287 0.3313 1.9164  N2 1.277, N4 1.362, H8 1.084
4 N -0.2758 1.2565 0.9639  C3 1.362, S5 1.745, H9 1.012
5 S 0.8039 1.5377 -0.3772  N4 1.745, C6 1.831
6 C 0.6784 -0.0130 -1.3419  S5 1.831, C7 1.559, H10 1.090, H11 1.101
7 C -0.7312 -0.6631 -1.4853  C6 1.559, H12 1.071, H13 1.067, H14 1.129
8 H -0.8531 0.0589 2.4846  C3 1.084
9 H -1.2473 1.3388 0.6939  N4 1.012
10 H 1.0574 0.3317 -2.3040  C6 1.090
11 H 1.3994 -0.7387 -0.9359  C6 1.101
12 H -1.4248 0.0621 -1.8582  C7 1.071
13 H -1.0761 -1.0689 -0.5603  C7 1.067
14 H -0.7147 -1.5000 -2.2433  C7 1.129

SMILES: [H]/N=C/NSCC
HOMO-LUMO gap: 9.70 eV
Molecular weight: 104.18 g mol⁻¹
E_HOMO: -8.90 eV
Net charge: 0
Relative energy (zero: lowest compared OMol25 entry of this formula, charge and spin): 1.204 eV

Atomic partial charges in e from the Löwdin method, atoms 1 to 5:
1. H 0.05
2. N 0.06
3. C -0.43
4. N -0.34
5. S 0.85